DFT (wB97M-V/def2-TZVPD) results for a 2-piece molecular cluster, CFN3O2 overall at a distorted geometry.

Geometry as XYZ:
```
7
CFN3O2, DFT wB97M-V/def2-TZVPD
C -1.29 0.36 0.03
N -1.85 1.14 0.64
N -0.65 -0.49 -0.64
N 1.25 0.19 -0.04
O 1.71 0.83 -0.84
O 1.30 -0.15 1.05
F -0.47 -1.87 -0.20
```

The calculation puts the total energy at -12311.0551 eV. The calculation puts the LUMO energy (alpha / beta) at -2.41 / -1.93 eV. The orbital gap (alpha / beta) comes out at 7.71 / 8.63 eV. The energy above the lowest of the compared OMol25 structures with the same formula, charge and spin is 3.382 eV.

natural (NBO) charges, unit e, in atom order: 0.280, -0.275, -0.117, 0.692, -0.168, -0.186, -0.226